Entry 1:
This record from OMol25 describes C21H24F2N2O5 in the gas phase. The level of theory is the ωB97M-V functional and the def2-TZVPD basis.

Geometry as XYZ:
```
54
C21H24F2N2O5 | OMol25 | the ωB97M-V functional and the def2-TZVPD basis
C 6.172 -0.660 -1.988
C 6.011 -1.772 -0.961
O 4.690 -1.792 -0.419
C 4.418 -0.945 0.573
O 5.227 -0.192 1.054
C 2.978 -1.077 1.010
C 2.158 0.209 0.746
N 0.766 -0.074 1.075
C -0.016 -0.995 0.487
O 0.316 -1.752 -0.405
C -1.391 -1.011 1.057
C -2.450 -1.890 0.719
C -3.475 -1.485 1.528
C -4.881 -1.963 1.700
O -5.834 -0.970 1.365
C -5.880 -0.454 0.110
C -6.516 0.790 -0.023
F -6.996 1.371 1.089
C -6.667 1.432 -1.233
C -6.167 0.841 -2.382
C -5.541 -0.387 -2.300
C -5.412 -1.020 -1.076
F -4.817 -2.237 -1.069
O -3.060 -0.449 2.280
N -1.781 -0.165 1.983
C 2.280 0.609 -0.732
C 1.543 1.913 -1.018
C 2.092 3.032 -0.140
C 1.925 2.669 1.332
C 2.633 1.352 1.647
H 5.412 -0.751 -2.760
H 7.155 -0.725 -2.446
H 6.075 0.309 -1.505
H 6.728 -1.640 -0.144
H 6.144 -2.753 -1.420
H 2.960 -1.293 2.080
H 2.524 -1.901 0.459
H 0.341 0.465 1.815
H -2.431 -2.677 -0.003
H -5.027 -2.884 1.128
H -5.074 -2.157 2.759
H -7.166 2.387 -1.259
H -6.271 1.333 -3.335
H -5.149 -0.881 -3.174
H 3.338 0.735 -0.969
H 1.884 -0.197 -1.349
H 1.660 2.171 -2.072
H 0.477 1.783 -0.823
H 1.570 3.967 -0.354
H 3.152 3.179 -0.360
H 2.341 3.458 1.961
H 0.860 2.592 1.561
H 2.466 1.081 2.692
H 3.707 1.474 1.506
```

SMILES string ... CCOC(=O)CC1(NC(=O)c2cc(COc3c(F)cccc3F)on2)CCCCC1
Highest occupied orbital energy ... -0.3370 Ha
Maximum force ... 1.08 eV/Å

***

Entry 2:
This record from OMol25 describes a molecular structure, C21H24F9N2ORuS2. The level of theory is the ωB97M-V functional and the def2-TZVPD basis.

Geometry as XYZ:
```
60
C21H24F9N2ORuS2 | OMol25 | the ωB97M-V functional and the def2-TZVPD basis
Ru -0.416 -1.138 -0.971
C -4.073 -0.724 1.321
C -3.148 -1.810 0.849
C -2.204 -2.373 1.705
C -1.299 -3.314 1.236
C -1.355 -3.750 -0.086
C -2.367 -3.278 -0.922
C -3.227 -2.287 -0.466
H -4.927 -1.149 1.854
H -4.451 -0.142 0.482
H -3.559 -0.043 1.999
H -2.132 -2.019 2.726
H -0.529 -3.697 1.893
H -0.679 -4.522 -0.428
H -2.473 -3.683 -1.918
H -3.972 -1.873 -1.136
C 3.165 -1.516 -3.785
C 1.775 -1.501 -3.210
S 1.625 -1.464 -1.491
C 0.629 -1.517 -3.937
C 0.598 -1.522 -5.439
S -0.894 -1.530 -3.141
H 3.905 -1.526 -2.985
H 3.355 -0.633 -4.400
H 3.336 -2.399 -4.404
H 1.599 -1.603 -5.862
H 0.141 -0.604 -5.812
H -0.001 -2.356 -5.808
F -3.551 2.418 -0.536
C -2.261 2.657 -0.276
F -2.028 2.238 0.974
F -2.081 3.983 -0.293
C -1.344 1.891 -1.287
O -1.418 0.597 -0.967
C 0.097 2.483 -1.191
F 0.219 3.655 -1.826
F 0.993 1.647 -1.709
F 0.450 2.692 0.094
C -1.878 2.138 -2.743
F -0.929 1.858 -3.644
F -2.265 3.407 -2.948
F -2.923 1.355 -2.995
N 0.356 -0.605 1.034
C 0.994 0.174 1.603
N 1.719 1.053 2.243
C 1.108 2.012 3.167
C 1.461 1.644 4.602
C 2.975 1.513 4.765
C 3.552 0.505 3.770
C 3.173 0.885 2.346
H 0.035 2.028 2.989
H 1.502 3.002 2.918
H 0.978 0.695 4.854
H 1.062 2.402 5.279
H 3.220 1.216 5.786
H 3.442 2.490 4.600
H 3.164 -0.495 3.987
H 4.639 0.457 3.855
H 3.485 0.140 1.616
H 3.631 1.840 2.071
```

2S+1 ... 2
Highest occupied orbital energy (alpha / beta) ... -0.2604 / -0.2712 Ha
Expectation value of S² ... 0.7598
Maximum force ... 0.47 eV/Å

***

Entry 3:
This record from OMol25 describes a molecular structure, C21H24FN3NaO4S. The level of theory is the ωB97M-V functional and the def2-TZVPD basis.

Geometry as XYZ:
```
55
C21H24FN3NaO4S | OMol25 | the ωB97M-V functional and the def2-TZVPD basis
C -4.600 0.333 3.578
C -3.109 0.159 4.301
C -2.030 -0.107 3.095
N -0.586 -0.216 3.539
C 0.325 0.464 2.530
C 1.230 1.789 2.997
C 2.198 2.589 1.930
C 3.026 3.927 2.486
C 4.042 3.411 3.664
N 5.138 4.118 4.146
C 2.356 2.142 0.359
F 3.243 2.835 -0.642
C 1.461 0.823 -0.147
C 0.489 0.025 0.944
S -0.470 -1.479 0.256
C -0.861 -0.915 -1.527
C -2.289 -1.331 -2.265
C -2.633 -0.797 -3.778
C -4.088 -1.198 -4.448
O -5.022 -1.408 -3.324
O -5.154 -2.670 -3.027
C -1.493 0.160 -4.534
C -0.059 0.561 -3.774
C 0.290 0.023 -2.235
N 1.594 0.467 -1.611
C 2.738 -0.482 -1.888
C 2.307 -2.047 -2.122
O 3.589 -2.797 -2.338
C 3.319 -4.209 -2.650
O 2.848 -4.690 -3.810
H -4.398 0.571 2.429
H -5.215 1.236 4.006
H -5.245 -0.652 3.614
H -2.912 1.116 4.944
H -3.168 -0.782 4.996
H -2.145 0.676 2.226
H -2.318 -1.164 2.622
H -0.311 -1.205 3.725
H 1.190 2.228 4.098
H 2.285 4.722 2.977
H 3.543 4.487 1.594
H 3.851 2.327 4.117
H 5.547 3.488 4.872
H -3.037 -2.002 -1.649
H -4.489 -0.278 -5.086
H -3.998 -2.102 -5.186
H -5.214 -2.788 -2.019
H -1.779 0.553 -5.600
H 0.699 1.275 -4.350
H 3.438 -0.127 -2.787
H 3.448 -0.468 -0.931
H 1.672 -2.243 -3.097
H 1.822 -2.538 -1.150
H 3.574 -5.007 -1.803
Na 5.360 -0.802 -2.265
```

Highest occupied orbital energy ... -0.3886 Ha
Maximum force ... 9.38 eV/Å
Total charge ... +1